Record 1
ORCA calculation (ωB97M-V/def2-TZVPD) on a structure of composition C4H7NO.

Results
Kohn-Sham gap (spin up / spin down) = 0.279 / 0.279 hartree
Energy above the lowest of the compared OMol25 structures with the same formula, charge and spin = 144.4 kcal/mol
LUMO level (spin up / spin down) = 0.7 / 0.7 eV

CARTESIAN COORDINATES (ANGSTROEM)
C1 -1.250 -0.705 0.606
C2 -0.403 0.221 -0.976
C3 0.587 1.266 -0.428
C4 1.252 0.200 0.430
O1 2.109 0.125 1.270
N1 0.383 -0.809 -0.070
H1 -2.080 -1.061 0.003
H2 -1.029 -1.440 1.406
H3 -1.474 0.254 1.067
H4 -0.238 -0.037 -2.029
H5 1.293 1.639 -1.181
H6 0.193 2.121 0.132
H7 0.659 -1.774 -0.231

Atomic partial charges in e from the Löwdin method, atoms 1 to 8:
1. C -0.01
2. C -0.17
3. C -0.11
4. C -0.46
5. O 0.10
6. N -0.02
7. H 0.06
8. H 0.07

---

Record 2
ORCA calculation (ωB97M-V/def2-TZVPD) on a cluster of 3 separate species, C32H71BFIN4O8P in total at a distorted geometry.

Results
Total charge = +1
Kohn-Sham gap = 0.273 hartree
LUMO level = -3.3 eV

CARTESIAN COORDINATES (ANGSTROEM)
C1 -9.318 -7.108 0.881
C2 -9.385 -6.777 -0.611
C3 -8.140 -6.054 -1.114
C4 -8.173 -5.733 -2.609
C5 -6.781 -5.599 -3.223
C6 -6.767 -4.852 -4.553
C7 -5.372 -4.735 -5.164
C8 -4.460 -3.744 -4.431
C9 -3.322 -3.200 -5.313
C10 -1.974 -2.990 -4.596
C11 -0.766 -3.525 -5.384
C12 0.523 -2.732 -5.169
C13 1.264 -3.119 -3.893
C14 2.496 -2.251 -3.645
C15 3.488 -2.853 -2.639
C16 3.343 -2.384 -1.171
C17 4.684 -1.903 -0.652
N1 4.614 -1.554 0.827
B1 5.792 -0.607 1.203
O1 5.839 0.549 0.473
N2 6.799 -1.053 2.046
C18 7.825 -0.081 2.456
C19 6.802 -2.321 2.784
C20 3.193 -1.139 1.201
P1 2.855 -0.492 2.955
O2 3.923 -1.487 3.721
I1 4.031 1.641 3.208
C21 2.412 -0.482 0.043
C22 0.949 -0.316 0.495
O3 0.842 0.861 1.260
O4 -0.314 1.571 0.786
C23 2.962 0.874 -0.416
C24 2.062 1.637 -1.363
O5 1.618 2.701 -1.178
F1 1.747 0.934 -2.482
O6 2.344 -1.384 -1.056
H1 -10.308 -7.176 1.333
H2 -8.798 -8.052 1.050
H3 -8.765 -6.336 1.424
H4 -10.272 -6.171 -0.820
H5 -9.501 -7.702 -1.183
H6 -7.264 -6.680 -0.903
H7 -8.015 -5.128 -0.544
H8 -8.741 -6.507 -3.136
H9 -8.710 -4.791 -2.767
H10 -6.344 -6.594 -3.366
H11 -6.133 -5.080 -2.506
H12 -7.175 -3.847 -4.393
H13 -7.430 -5.360 -5.260
H14 -4.902 -5.725 -5.134
H15 -5.444 -4.455 -6.219
H16 -5.077 -2.916 -4.066
H17 -4.033 -4.222 -3.544
H18 -3.177 -3.894 -6.148
H19 -3.644 -2.250 -5.744
H20 -2.021 -3.468 -3.614
H21 -1.811 -1.921 -4.429
H22 -0.587 -4.571 -5.116
H23 -1.010 -3.518 -6.450
H24 1.198 -2.889 -6.017
H25 0.295 -1.660 -5.154
H26 1.578 -4.165 -3.985
H27 0.584 -3.056 -3.036
H28 2.182 -1.260 -3.319
H29 3.018 -2.113 -4.596
H30 3.367 -3.938 -2.642
H31 4.511 -2.666 -2.977
H32 3.042 -3.250 -0.562
H33 5.408 -2.713 -0.763
H34 5.054 -1.041 -1.203
H35 4.767 -2.438 1.308
H36 5.843 1.371 0.976
H37 8.557 -0.574 3.089
H38 8.350 0.313 1.586
H39 7.384 0.752 3.006
H40 7.414 -3.068 2.272
H41 7.229 -2.180 3.776
H42 5.801 -2.725 2.930
H43 2.673 -2.098 1.336
H44 4.756 -1.063 3.963
H45 0.335 -0.257 -0.404
H46 0.616 -1.185 1.075
H47 0.010 2.490 0.817
H48 3.913 0.722 -0.925
H49 3.114 1.551 0.418
C25 0.968 6.252 1.637
C26 0.328 5.526 0.461
C27 -0.215 6.453 -0.630
O7 -1.408 7.124 -0.284
C28 -1.248 8.312 0.472
N3 -0.707 4.615 0.976
H50 0.227 6.675 2.313
H51 1.567 5.554 2.225
H52 1.618 7.062 1.305
H53 1.094 4.909 -0.019
H54 -0.466 5.844 -1.502
H55 0.553 7.175 -0.939
H56 -0.350 8.856 0.163
H57 -1.188 8.116 1.545
H58 -2.120 8.935 0.280
H59 -1.070 4.068 0.197
H60 -1.502 5.178 1.267
C29 0.509 5.593 5.443
C30 1.753 6.454 5.249
C31 2.609 6.617 6.510
O8 2.076 7.494 7.478
C32 1.110 6.938 8.348
N4 1.360 7.736 4.662
H61 -0.281 6.148 5.950
H62 0.116 5.279 4.476
H63 0.729 4.700 6.031
H64 2.394 5.948 4.517
H65 3.566 7.058 6.218
H66 2.819 5.637 6.964
H67 1.348 5.896 8.587
H68 0.102 6.983 7.931
H69 1.130 7.521 9.267
H70 2.189 8.262 4.400
H71 0.919 8.294 5.389

Atomic partial charges in e from the Löwdin method, atoms 1 to 8:
1. C -0.12
2. C -0.28
3. C -0.24
4. C -0.22
5. C -0.23
6. C -0.23
7. C -0.22
8. C -0.22